{
  "formula": "C43H55N3O8SSeW",
  "method": "ωB97M-V/def2-TZVPD",
  "homo_energy_ev": -13.9,
  "orbital_gap_ev": 6.0831,
  "total_charge": 2,
  "e_above_lowest_ev": 1.578,
  "elements": ["W", "C", "C", "C", "C", "C", "C", "C", "Se", "C", "C", "C", "C", "C", "C", "O", "C", "C", "C", "C", "C", "C", "C", "C", "C", "O", "C", "C", "C", "C", "C", "C", "H", "H", "H", "H", "H", "H", "H", "H", "H", "H", "H", "H", "H", "H", "H", "H", "H", "H", "H", "H", "H", "H", "H", "H", "H", "H", "H", "H", "H", "H", "H", "H", "H", "H", "H", "H", "H", "H", "H", "H", "C", "C", "C", "C", "C", "C", "O", "N", "C", "O", "N", "C", "O", "H", "H", "H", "H", "H", "H", "H", "H", "H", "H", "H", "O", "C", "N", "S", "O", "O", "C", "C", "C", "C", "C", "C", "H", "H", "H", "H"],
  "coordinates": [[0.920000, 0.281812, -1.071835], [-0.173043, -2.899967, 5.631433], [-0.119708, -1.364619, 5.715160], [0.844150, -0.979795, 6.840389], [-1.516152, -0.813678, 6.048124], [0.312078, -0.788467, 4.373252], [-0.356234, -1.187809, 3.219717], [-0.005057, -0.630146, 2.013277], [-0.681534, -1.304809, 0.319160], [-2.255036, -0.256232, -0.141541], [-3.520792, -0.629467, 0.235714], [-4.610820, 0.066632, -0.284270], [-4.356867, 1.085493, -1.199056], [-3.087443, 1.450990, -1.642800], [-2.014484, 0.758788, -1.067616], [-0.687960, 0.946651, -1.375205], [-2.899197, 2.499549, -2.744720], [-2.250858, 1.822144, -3.967067], [-4.241204, 3.073400, -3.201027], [-2.020903, 3.655829, -2.239532], [-6.019270, -0.334416, 0.134619], [-7.092351, 0.412499, -0.661389], [-6.208266, -1.842894, -0.103412], [-6.196548, -0.020282, 1.628703], [1.011617, 0.321784, 1.889659], [1.183190, 0.812530, 0.608517], [1.765513, 0.671857, 3.018719], [1.360208, 0.114366, 4.231021], [2.998209, 1.577524, 2.944613], [4.052424, 0.920415, 2.032390], [3.660829, 1.733757, 4.313989], [2.583166, 2.971289, 2.444327], [-0.343133, -3.310200, 6.626302], [0.770519, -3.298857, 5.254307], [-0.979656, -3.254919, 4.988890], [0.507906, -1.443274, 7.766915], [0.865344, 0.098761, 7.005106], [1.855902, -1.335306, 6.636344], [-1.838273, -1.193460, 7.018197], [-2.255039, -1.112648, 5.302708], [-1.498619, 0.276214, 6.099666], [-1.147384, -1.924592, 3.258860], [-3.655166, -1.461242, 0.914545], [-5.199149, 1.614276, -1.616492], [-2.830333, 0.948905, -4.271493], [-1.238924, 1.494455, -3.765363], [-2.220931, 2.524723, -4.800787], [-4.889276, 2.292447, -3.602178], [-4.065927, 3.796820, -3.996569], [-4.763587, 3.588548, -2.393221], [-1.037067, 3.316671, -1.924652], [-2.493755, 4.160367, -1.395387], [-1.886557, 4.387087, -3.037756], [-6.998540, 0.220725, -1.731894], [-7.058457, 1.488243, -0.481314], [-8.074191, 0.060841, -0.346935], [-5.979814, -2.101877, -1.138736], [-7.244930, -2.113133, 0.095487], [-5.578765, -2.446336, 0.551432], [-6.078738, 1.047986, 1.817272], [-5.472502, -0.561750, 2.239930], [-7.196894, -0.313473, 1.948207], [1.920284, 0.394345, 5.110291], [4.333365, -0.055341, 2.432316], [4.940350, 1.549854, 1.986929], [3.710346, 0.776183, 1.019125], [4.000134, 0.772062, 4.702695], [2.991857, 2.194940, 5.042011], [4.531694, 2.380716, 4.212486], [2.036657, 2.927702, 1.503249], [3.468653, 3.586684, 2.286620], [1.950326, 3.461572, 3.185211], [1.354843, -4.600992, 0.330701], [2.715271, -4.399180, -0.329848], [2.673179, -3.488240, -1.579353], [4.106907, -3.343288, -2.165884], [4.219582, -2.284994, -3.262859], [1.800030, -4.174041, -2.639552], [2.090233, -5.234594, -3.106124], [0.599193, -3.540019, -3.015844], [0.237752, -2.277828, -2.669832], [-0.847263, -1.763600, -2.838609], [1.215460, -1.546743, -1.981547], [2.170368, -2.125834, -1.242507], [2.532962, -1.382695, -0.304539], [1.463451, -5.236470, 1.208070], [0.645572, -5.088527, -0.340952], [0.928714, -3.653279, 0.665117], [3.109152, -5.360984, -0.656338], [3.415076, -3.962974, 0.383307], [4.375960, -4.319346, -2.567082], [4.786522, -3.106984, -1.346902], [3.536023, -2.497512, -4.089234], [5.232323, -2.274592, -3.660847], [4.004421, -1.285510, -2.878469], [-0.039563, -4.084741, -3.581924], [1.002385, 0.485726, -3.393526], [2.084547, 1.057646, -3.221204], [2.715321, 0.898740, -2.006674], [2.814542, 2.527497, -1.560547], [3.790953, 2.894844, -0.612754], [1.380544, 2.621272, -1.188945], [3.110534, 3.139039, -3.194117], [3.709246, 4.283646, -3.665047], [3.830888, 4.400874, -5.048393], [3.360652, 3.412419, -5.906311], [2.743272, 2.264880, -5.416879], [2.641343, 2.137746, -4.046123], [4.069087, 5.057792, -3.001008], [4.305633, 5.277982, -5.465985], [3.486723, 3.533024, -6.973467], [2.392780, 1.480396, -6.073608]],
  "atomic_forces_ev_per_a": [[1.455, -0.617, -0.386], [0.061, 0.103, -0.038], [-0.025, -0.020, 0.134], [-0.072, -0.005, -0.097], [0.095, 0.001, 0.026], [0.005, -0.052, 0.054], [-0.187, -0.106, -0.213], [0.024, 0.095, -0.670], [-0.386, 0.215, 0.611], [0.517, -0.050, -0.089], [0.235, -0.120, 0.147], [-0.106, 0.047, -0.073], [-0.059, -0.163, 0.155], [0.697, 0.210, -0.217], [-1.122, -0.259, 0.487], [-1.355, 0.238, -0.941], [0.077, 0.045, -0.066], [-0.175, 0.013, 0.127], [-0.008, -0.016, 0.052], [-0.126, -0.083, 0.003], [-0.118, -0.032, 0.040], [0.088, -0.040, 0.064], [0.044, 0.106, -0.034], [0.005, 0.013, -0.089], [-0.218, -0.631, 0.935], [0.734, 0.483, 1.488], [0.094, 0.335, -0.635], [-0.094, -0.133, 0.022], [0.065, 0.027, -0.063], [-0.126, 0.066, 0.215], [-0.084, 0.066, 0.028], [0.029, -0.149, -0.014], [-0.032, -0.028, -0.010], [0.001, -0.039, 0.041], [-0.006, 0.003, -0.015], [0.020, 0.009, 0.019], [0.045, 0.001, 0.003], [0.023, 0.029, 0.041], [-0.032, -0.013, -0.013], [-0.013, 0.000, -0.003], [-0.029, 0.002, 0.003], [0.005, -0.024, 0.044], [-0.062, 0.013, 0.015], [0.050, -0.054, 0.023], [-0.007, 0.027, -0.055], [0.232, -0.079, 0.043], [-0.001, 0.002, 0.009], [-0.030, 0.056, -0.037], [0.012, 0.010, 0.009], [-0.011, 0.011, -0.016], [0.110, -0.014, 0.018], [0.003, 0.013, -0.004], [-0.002, -0.002, 0.000], [-0.033, 0.040, -0.014], [-0.004, 0.012, -0.037], [-0.012, 0.013, -0.006], [-0.032, -0.034, 0.002], [0.006, -0.028, 0.021], [0.003, -0.017, 0.001], [0.006, -0.002, 0.027], [-0.008, 0.003, 0.026], [0.008, -0.012, 0.023], [-0.086, -0.061, -0.057], [0.046, 0.014, -0.002], [0.033, 0.004, 0.033], [-0.168, -0.053, -0.341], [0.045, 0.043, 0.036], [0.033, 0.028, 0.020], [0.006, -0.007, -0.004], [-0.010, 0.026, -0.011], [0.014, 0.019, 0.017], [-0.015, 0.013, -0.015], [0.137, -0.058, -0.058], [-0.247, 0.077, 0.046], [0.404, -0.152, 0.043], [-0.033, 0.251, -0.142], [-0.065, -0.148, 0.081], [-0.107, 0.227, -0.044], [-0.028, -0.053, 0.048], [0.315, -0.175, -0.003], [-0.611, 0.491, 0.033], [0.288, -0.317, -0.122], [-0.338, -0.615, -0.041], [-0.244, -0.145, -0.057], [-0.400, 0.564, -0.001], [-0.046, 0.002, 0.004], [-0.025, 0.012, 0.007], [-0.019, 0.014, 0.049], [0.108, 0.037, -0.013], [0.054, 0.004, -0.049], [0.001, -0.053, 0.107], [-0.030, -0.034, 0.038], [0.034, 0.015, -0.033], [-0.015, 0.015, -0.040], [0.051, 0.020, -0.013], [-0.054, 0.037, -0.030], [0.137, 0.129, 0.335], [0.002, -0.028, -1.314], [0.327, 0.247, 0.082], [0.379, 0.322, -0.134], [0.140, -0.010, 0.074], [-0.158, 0.118, 0.081], [-0.123, -0.585, 0.054], [0.013, 0.210, 0.203], [-0.033, -0.025, -0.032], [-0.023, 0.001, 0.017], [-0.059, -0.047, 0.075], [0.198, 0.096, -0.065], [0.010, -0.017, 0.006], [0.007, 0.015, 0.037], [-0.007, 0.010, 0.000], [-0.008, 0.036, -0.030]],
  "mulliken_charge": [-0.475, -1.634, 1.984, -2.081, -1.605, -0.339, -0.834, 0.619, 0.301, 0.358, -0.637, -0.669, -0.230, -0.623, 0.276, 0.651, 2.513, -1.346, -2.429, -1.416, 1.981, -2.110, -1.605, -1.593, 0.645, 0.323, -0.935, -0.252, 2.582, -1.254, -2.481, -1.433, 0.479, 0.345, 0.325, 0.461, 0.395, 0.439, 0.454, 0.346, 0.359, 0.490, 0.601, 0.706, 0.330, 0.054, 0.491, 0.474, 0.440, 0.472, 0.053, 0.356, 0.477, 0.440, 0.401, 0.458, 0.367, 0.462, 0.349, 0.364, 0.345, 0.456, 0.677, 0.320, 0.525, -0.009, 0.451, 0.471, 0.462, 0.043, 0.461, 0.359, -0.867, -1.310, 2.836, -1.341, -0.892, -0.333, -0.529, 0.134, -0.106, -0.543, 0.846, -0.856, -0.813, 0.538, 0.289, -0.034, 0.513, 0.439, 0.515, 0.496, 0.293, 0.560, -0.049, 0.339, -0.478, 1.047, -0.645, 1.242, -0.608, -0.462, 0.470, -0.674, -0.623, -0.671, -0.574, -0.380, 0.534, 0.443, 0.459, 0.590]
}